Entry 1:
# C10H15ClOSi

A 2-piece molecular cluster, C10H15ClOSi overall at a distorted geometry (ωB97M-V/def2-TZVPD, the OMol25 dataset).

Structure (XYZ):
```
28
Properties=species:S:1:pos:R:3:nbo_charge:R:1
C 3.408 -1.514 -0.745 -0.2074
C 3.366 -0.180 -1.259 -0.2067
C 2.465 -1.843 0.192 -0.2135
C 2.301 0.668 -1.086 -0.2063
C 1.429 -0.942 0.480 -0.1908
C 1.261 0.239 -0.194 -0.5128
C -3.107 -2.382 0.534 -0.2566
C -0.444 2.798 -0.989 -1.1209
C -0.665 1.690 2.130 -1.0779
C -2.236 -0.391 -0.467 -0.1666
O -2.425 -1.110 0.663 -0.5771
Si -0.156 1.380 0.285 1.5546
Cl -3.662 0.454 -1.017 -0.1027
H 4.276 -1.962 -1.145 0.2213
H 4.250 -0.032 -1.912 0.2102
H 2.401 -2.833 0.708 0.2191
H 2.323 1.700 -1.507 0.2187
H 0.717 -1.276 1.352 0.2236
H -3.054 -2.737 -0.417 0.1776
H -4.135 -2.085 0.683 0.1859
H -2.703 -3.012 1.367 0.1930
H -1.625 2.919 -1.096 0.2672
H 0.002 3.729 -0.759 0.2366
H 0.052 2.671 -1.864 0.2366
H -1.245 0.901 2.459 0.2535
H 0.179 1.650 2.837 0.2433
H -1.235 2.524 2.145 0.2357
H -1.737 -1.023 -1.379 0.1626
```

Computed properties:
Energy above the lowest of the compared OMol25 structures with the same formula, charge and spin in kJ/mol: 273.0
Net charge: 0
Spin multiplicity: 1

---

Entry 2:
# C10H15F12N3NiO10S4

C10H15F12N3NiO10S4 as an isolated structure at a distorted geometry (ωB97M-V/def2-TZVPD, the OMol25 dataset).

Structure (XYZ):
```
55
Properties=species:S:1:pos:R:3:nbo_charge:R:1
Ni 9.337 -19.875 -10.965 1.5368
C 10.664 -16.121 -10.346 0.7679
F 10.323 -15.525 -11.470 -0.2891
F 11.532 -15.362 -9.701 -0.2939
F 9.580 -16.279 -9.579 -0.3173
S 11.440 -17.832 -10.624 2.1573
O 12.852 -17.742 -10.791 -0.8317
O 11.018 -18.546 -9.439 -0.9869
N 10.455 -18.515 -11.862 -1.2977
S 11.330 -18.190 -13.168 2.1830
O 11.919 -16.886 -13.276 -0.8962
O 12.200 -19.307 -13.452 -0.9089
C 9.980 -18.271 -14.519 0.7587
F 9.642 -19.544 -14.592 -0.3024
F 8.918 -17.490 -14.297 -0.3143
F 10.486 -17.862 -15.667 -0.2987
C 10.723 -22.896 -13.199 0.7819
F 11.561 -21.959 -12.822 -0.2915
F 10.279 -22.579 -14.413 -0.2999
F 11.271 -24.080 -13.207 -0.2898
S 9.250 -22.996 -11.971 2.1387
O 8.385 -24.053 -12.416 -0.8586
O 9.889 -23.186 -10.676 -0.9337
N 8.631 -21.350 -12.056 -1.3050
S 7.379 -21.283 -13.082 2.2037
O 7.100 -19.888 -13.380 -0.9424
O 7.405 -22.117 -14.234 -0.8758
C 5.882 -21.824 -12.000 0.7484
F 4.846 -21.973 -12.825 -0.3084
F 6.086 -23.018 -11.462 -0.3040
F 5.584 -20.887 -11.106 -0.3155
C 7.237 -17.516 -11.073 -0.2656
O 7.984 -18.513 -10.403 -0.6075
C 7.586 -18.587 -9.030 -0.0679
C 8.523 -19.507 -8.190 -0.2625
N 9.045 -20.608 -9.049 -0.7287
C 10.177 -21.265 -8.321 -0.2490
C 9.605 -22.196 -7.214 -0.0836
O 8.465 -22.830 -7.782 -0.5703
C 8.140 -24.044 -7.117 -0.2459
H 7.099 -16.584 -10.523 0.1908
H 6.206 -17.845 -11.240 0.1966
H 7.619 -17.284 -12.065 0.2332
H 6.548 -18.929 -8.998 0.1855
H 7.574 -17.607 -8.552 0.1997
H 7.891 -19.811 -7.356 0.2101
H 9.315 -18.848 -7.841 0.2311
H 8.336 -21.327 -8.867 0.4332
H 10.868 -20.515 -7.943 0.2229
H 10.711 -21.884 -9.043 0.2385
H 9.253 -21.519 -6.432 0.1692
H 10.363 -22.916 -6.915 0.2011
H 8.191 -23.947 -6.027 0.1683
H 8.826 -24.865 -7.331 0.1839
H 7.104 -24.298 -7.325 0.2025
```

Computed properties:
Energy above the lowest of the compared OMol25 structures with the same formula, charge and spin in kJ/mol: 212.1
⟨S²⟩: 2.00
Net charge: 0
Spin multiplicity: 3

---

Entry 3:
# C10H15I

One molecule with the formula C10H15I at a distorted geometry (ωB97M-V/def2-TZVPD, the OMol25 dataset).

Structure (XYZ):
```
26
Properties=species:S:1:pos:R:3:nbo_charge:R:1
C -0.225 -1.559 -1.432 -0.6087
C 0.161 -1.168 0.043 -0.0366
C -0.600 -2.265 1.053 -0.6199
C 1.700 -1.543 -0.030 -0.5942
C -0.111 0.207 0.425 -0.1190
C 0.816 1.083 0.780 -0.1367
C 0.543 2.516 0.823 -0.4323
C -0.174 2.823 -0.529 -0.4207
C -1.462 1.955 -0.473 -0.1982
C -1.383 0.759 0.033 -0.1125
I -3.263 -0.235 0.164 0.1115
H 0.022 -2.620 -1.470 0.2111
H -1.274 -1.580 -1.623 0.2109
H 0.207 -0.908 -2.166 0.2089
H -1.472 -2.787 0.752 0.2181
H -0.878 -1.807 2.029 0.2157
H 0.223 -3.012 1.188 0.2061
H 1.773 -2.642 -0.167 0.2078
H 2.219 -1.273 0.794 0.1974
H 2.198 -1.122 -0.964 0.2089
H 1.851 0.819 0.892 0.2086
H -0.021 2.762 1.637 0.2138
H 1.526 2.988 0.890 0.2077
H 0.483 2.348 -1.180 0.2152
H -0.487 3.877 -0.691 0.2217
H -2.369 2.385 -0.778 0.2152
```

Computed properties:
SMILES string: CC(C)(C)C1=CCCC=C1I
Energy above the lowest of the compared OMol25 structures with the same formula, charge and spin in kJ/mol: 2.9
Net charge: 0
Spin multiplicity: 1

---

Entry 4:
# C10H15IrN4O7P2S

C10H15IrN4O7P2S as an isolated structure at a distorted geometry (ωB97M-V/def2-TZVPD, the OMol25 dataset).

Structure (XYZ):
```
40
Properties=species:S:1:pos:R:3:nbo_charge:R:1
Ir -0.024 1.602 0.248 1.2630
N -2.894 3.059 3.252 -0.7435
C -1.829 2.603 2.595 0.2893
S -1.382 3.428 1.125 0.0389
N -1.163 1.602 3.107 -0.3456
N -0.124 1.171 2.433 -0.1743
C 0.545 0.155 2.902 0.0849
C 1.735 -0.337 2.316 -0.1052
C 2.300 -1.535 2.770 -0.1732
C 3.424 -2.058 2.182 -0.1561
C 4.043 -1.384 1.102 -0.1781
C 3.561 -0.190 0.660 -0.1904
C 2.403 0.396 1.255 0.3982
O 2.003 1.546 0.888 -0.5803
H -3.414 3.838 2.891 0.4179
H -3.142 2.662 4.144 0.4238
H 0.171 -0.325 3.802 0.2258
H 1.815 -2.064 3.582 0.2287
H 3.839 -2.989 2.542 0.2333
H 4.908 -1.824 0.624 0.2329
H 4.026 0.361 -0.146 0.2351
N -0.126 -1.673 -2.938 -0.7162
C -1.130 -0.634 -2.466 -0.6209
C -2.350 -0.577 -3.361 -0.6445
P -0.188 0.944 -2.361 2.3476
O 0.090 1.203 -3.915 -0.9963
O 1.057 0.590 -1.597 -1.0969
O -0.961 2.081 -1.740 -1.0393
P -1.414 -1.131 -0.671 2.3815
O -2.799 -1.922 -0.689 -0.9833
O -0.273 -2.057 -0.433 -1.1119
O -1.613 0.076 0.231 -1.0987
H -0.560 -2.381 -3.526 0.4317
H 0.199 -2.109 -2.005 0.4969
H 0.670 -1.255 -3.418 0.4401
H -2.056 -0.378 -4.393 0.2355
H -3.008 0.232 -3.046 0.2559
H -2.911 -1.512 -3.321 0.2370
H 0.138 2.149 -4.131 0.5351
H -3.566 -1.362 -0.493 0.5215
```

Computed properties:
⟨S²⟩: 1.13
Net charge: +1
Spin multiplicity: 2

---

Entry 5:
# C10H15N

One molecule with the formula C10H15N (ωB97M-V/def2-TZVPD, the OMol25 dataset).

Structure (XYZ):
```
26
Properties=species:S:1:pos:R:3:nbo_charge:R:1
C -0.871 0.312 1.504 -0.1059
C -0.250 -0.570 0.792 0.0776
C -0.003 2.661 -0.553 0.1137
C -1.196 2.391 0.046 0.0118
C 1.032 2.687 -1.325 -0.4740
C -2.333 3.062 -0.370 -0.3701
C 1.964 -1.098 -0.076 -0.5844
C -0.119 -1.982 -1.187 -0.5833
C 0.574 -2.860 1.057 -0.5863
C 0.532 -1.605 0.155 -0.1572
N -1.299 1.623 1.228 -0.6027
H -1.182 0.057 2.527 0.1875
H 1.794 3.451 -1.242 0.2153
H 1.204 1.964 -2.120 0.2103
H -3.286 2.889 0.096 0.1866
H -2.283 3.790 -1.157 0.1999
H 2.554 -1.856 -0.587 0.2029
H 1.950 -0.194 -0.679 0.2135
H 2.440 -0.865 0.874 0.2125
H 0.438 -2.788 -1.665 0.2029
H -0.137 -1.121 -1.849 0.2111
H -1.143 -2.317 -1.029 0.2124
H 1.142 -3.646 0.564 0.2050
H -0.434 -3.222 1.246 0.2101
H 1.047 -2.627 2.007 0.2095
H -2.135 1.864 1.744 0.3813
```

Computed properties:
Energy above the lowest of the compared OMol25 structures with the same formula, charge and spin in kJ/mol: 538.2
Net charge: 0
Spin multiplicity: 1

---

Entry 6:
# C10H15N

One molecule with the formula C10H15N at a distorted geometry (ωB97M-V/def2-TZVPD, the OMol25 dataset).

Structure (XYZ):
```
26
Properties=species:S:1:pos:R:3:nbo_charge:R:1
C 0.585 -0.645 -1.956 -0.5851
C 0.608 -0.682 -0.456 0.0128
C 1.321 -1.961 0.014 -0.5984
C 0.531 0.748 0.193 0.0099
C 1.448 1.191 1.336 -0.6015
C 0.186 1.957 -0.647 -0.6350
C -0.596 -0.228 0.324 -0.0180
C -1.920 -0.258 -0.385 -0.1408
C -2.873 -0.398 0.546 -0.2950
C -2.112 -0.447 1.793 0.0327
N -0.814 -0.454 1.674 -0.3954
H 1.344 0.190 -2.230 0.2095
H -0.260 -0.471 -2.389 0.1934
H 0.891 -1.605 -2.235 0.2132
H 1.711 -1.824 0.967 0.2176
H 2.136 -2.255 -0.712 0.2076
H 0.558 -2.771 0.045 0.2181
H 2.308 1.816 0.891 0.2124
H 1.794 0.236 1.816 0.2277
H 0.981 1.937 2.058 0.2215
H 1.089 2.659 -0.783 0.2050
H -0.467 2.650 -0.078 0.2268
H -0.036 1.891 -1.714 0.2249
H -1.975 -0.213 -1.433 0.2076
H -3.961 -0.417 0.457 0.2305
H -2.478 -0.647 2.905 0.1981
```

Computed properties:
SMILES string: CC1(C)C(C)(C)C12C=CC=N2
Energy above the lowest of the compared OMol25 structures with the same formula, charge and spin in kJ/mol: 288.9
Net charge: 0
Spin multiplicity: 1

---

Entry 7:
# C10H15N6O5RhS2Te

C10H15N6O5RhS2Te as an isolated structure (ωB97M-V/def2-TZVPD, the OMol25 dataset).

Structure (XYZ):
```
40
Properties=species:S:1:pos:R:3:nbo_charge:R:1
Rh 0.556 -0.711 0.174 1.1178
O -2.710 1.461 -0.524 -0.9441
S -1.523 0.712 -0.252 2.5300
O -1.715 -0.510 0.595 -1.0026
O -0.428 1.507 0.431 -1.0718
O -0.843 0.164 -1.503 -1.0538
C 0.008 -3.191 -2.543 -0.8771
Te 0.599 -3.354 -0.513 0.6256
C 2.680 -3.404 -0.947 -0.8764
H 0.345 -2.233 -2.931 0.2362
H -1.078 -3.230 -2.576 0.2447
H 0.431 -4.020 -3.104 0.2243
H 2.944 -4.350 -1.410 0.2265
H 3.217 -3.282 -0.009 0.2402
H 2.900 -2.568 -1.605 0.2325
C -0.669 -4.678 5.020 -0.6010
C 0.660 -4.065 4.573 -0.4463
C 0.502 -2.737 3.902 0.0677
N 0.944 -2.467 2.732 -0.2648
N 0.683 -1.166 2.337 -0.4575
C 0.019 -0.476 3.241 0.2849
N -0.331 0.808 3.093 -0.7821
S -0.325 -1.398 4.658 0.3495
H -0.502 -5.652 5.480 0.2208
H -1.342 -4.810 4.172 0.2175
H -1.174 -4.049 5.755 0.2069
H 1.161 -4.711 3.853 0.2374
H 1.328 -3.954 5.430 0.2235
H -0.396 1.169 2.130 0.4565
H -0.970 1.200 3.763 0.3993
N 1.257 1.686 -2.251 -0.7454
C 2.281 1.181 -1.595 0.6508
O 2.263 0.134 -0.932 -0.6760
C 3.584 1.916 -1.675 -0.1363
C 3.723 3.069 -2.476 0.2112
N 3.794 4.030 -3.113 -0.1970
C 4.682 1.442 -0.934 0.2344
N 5.590 1.054 -0.335 -0.1887
H 0.327 1.243 -2.087 0.4703
H 1.318 2.594 -2.682 0.4125
```

Computed properties:
Energy above the lowest of the compared OMol25 structures with the same formula, charge and spin in kJ/mol: 0.0
⟨S²⟩: 6.03
Net charge: 0
Spin multiplicity: 5

---

Entry 8:
# C10H15NO

A 2-piece molecular cluster, C10H15NO overall at a distorted geometry (ωB97M-V/def2-TZVPD, the OMol25 dataset).

Structure (XYZ):
```
27
Properties=species:S:1:pos:R:3:nbo_charge:R:1
C -2.892 -2.299 -1.783 -0.6299
C -1.836 -1.224 -1.889 0.0015
C -0.604 -1.412 -2.455 -0.2434
C 0.422 -0.459 -2.299 -0.2024
C 0.189 0.696 -1.555 -0.2337
C -1.114 0.955 -1.163 -0.1927
C -2.103 0.000 -1.226 -0.2291
H -2.879 -2.938 -2.673 0.2119
H -3.897 -1.900 -1.692 0.2153
H -2.597 -2.946 -0.963 0.2202
H -0.417 -2.209 -3.169 0.2082
H 1.432 -0.622 -2.653 0.2069
H 0.972 1.282 -1.095 0.2365
H -1.339 1.913 -0.707 0.2172
H -3.122 0.174 -0.907 0.2077
C 0.760 -0.757 3.061 -0.6095
C 0.943 0.790 3.141 -0.4985
C 1.604 1.248 1.893 0.6797
N 2.910 0.870 1.650 -0.8389
O 1.100 2.049 1.117 -0.6113
H 1.725 -1.196 3.332 0.2003
H 0.341 -1.045 2.107 0.2263
H 0.167 -1.095 3.914 0.2191
H -0.058 1.218 3.146 0.2323
H 1.499 1.196 3.982 0.2311
H 3.341 1.150 0.781 0.3937
H 3.232 -0.068 1.835 0.3815
```

Computed properties:
SMILES string: Cc1ccccc1.CCC(N)=O
Energy above the lowest of the compared OMol25 structures with the same formula, charge and spin in kJ/mol: 67.1
Net charge: 0
Spin multiplicity: 1

---

E across the listed records, respectively: -1214.82265 -5606.05541 -687.63961 -2320.91686 -444.57405 -444.66900 -2269.66763 -520.03538 hartree.